#i
ORCA calculation (the ωB97M-V functional and the def2-TZVPD basis) on 2 unconnected molecules or ions with the total composition C3H8NO.

XYZ file:
```
13
C3H8NO | OMol25 | the ωB97M-V functional and the def2-TZVPD basis
O 2.316 0.621 0.249
N -0.531 -0.435 -0.758
C -1.199 -0.680 0.504
C -0.433 -0.428 1.548
C -1.112 0.072 -1.759
H 3.254 0.464 0.095
H -0.648 0.519 -2.635
H -0.661 -0.348 2.604
H -2.186 0.200 -1.880
H -2.273 -0.731 0.519
H 0.636 -0.257 1.465
H 2.347 1.435 0.759
H 0.491 -0.433 -0.710
```

Values from the calculation:
**Total charge**: +1
**HOMO energy**: -0.5554 Ha
**E_LUMO**: -5.103 eV
**Gap between HOMO and LUMO**: 10.009 eV
**Molar mass**: 74.10 g mol⁻¹


#ii
ORCA calculation (the ωB97M-V functional and the def2-TZVPD basis) on 2 unconnected molecules or ions with the total composition C3H8NO.

XYZ file:
```
13
C3H8NO | OMol25 | the ωB97M-V functional and the def2-TZVPD basis
O -0.686 0.026 0.656
N 1.510 1.309 0.101
C 2.114 2.200 -0.570
C -1.514 -2.085 -0.076
C -1.621 -0.748 0.572
H -2.151 -2.817 0.425
H 1.992 3.247 -0.327
H -1.777 -2.022 -1.089
H -2.600 -0.440 0.946
H 1.509 0.317 -0.104
H -0.510 -2.509 -0.045
H 1.027 1.611 0.939
H 2.706 1.910 -1.428
```

Values from the calculation:
**Total charge**: +1
**HOMO energy**: -0.5130 Ha
**E_LUMO**: -5.282 eV
**Gap between HOMO and LUMO**: 8.678 eV
**Molar mass**: 74.10 g mol⁻¹


#iii
ORCA calculation (the ωB97M-V functional and the def2-TZVPD basis) on a gas-phase ion, C3H8NO (charge +1).

XYZ file:
```
13
C3H8NO | OMol25 | the ωB97M-V functional and the def2-TZVPD basis
O 2.527 0.413 -0.680
N -2.093 0.370 -0.023
C -0.912 -0.590 0.158
C 0.300 -0.027 0.182
C 1.866 -0.300 0.287
H 1.879 -1.299 0.145
H -2.843 -0.166 -0.528
H -2.393 0.658 0.981
H 0.308 1.001 0.019
H 2.221 0.315 -1.542
H -1.665 1.139 -0.464
H 2.112 0.057 1.275
H -1.306 -1.571 0.191
```

Values from the calculation:
**SMILES**: [NH3+]/C=C/CO
**Total charge**: +1
**HOMO energy**: -0.5371 Ha
**E_LUMO**: -3.924 eV
**Gap between HOMO and LUMO**: 10.692 eV
**Molar mass**: 74.10 g mol⁻¹


#iv
ORCA calculation (the ωB97M-V functional and the def2-TZVPD basis) on a gas-phase ion, C3H8NO (charge +1).

XYZ file:
```
13
C3H8NO | OMol25 | the ωB97M-V functional and the def2-TZVPD basis
O -0.096 -2.284 -0.065
N 0.249 0.066 0.420
C 0.859 1.325 0.041
C -1.244 -0.036 0.258
C -0.346 -1.043 -0.424
H -1.683 -0.329 1.168
H 1.941 1.533 0.201
H 0.324 1.920 0.644
H 0.744 1.667 -1.077
H -0.316 -0.677 -1.687
H 0.448 -0.227 1.384
H -1.587 0.758 -0.381
H 0.707 -2.673 -0.481
```

Values from the calculation:
**SMILES**: C[N@H+]1C[C@@H]1O
**Total charge**: +1
**HOMO energy**: -0.6038 Ha
**E_LUMO**: -3.167 eV
**Gap between HOMO and LUMO**: 13.263 eV
**Molar mass**: 74.10 g mol⁻¹


If we sort the structures by their calculated energies, the order from most to least stable is #ii, #i, #iii, #iv.


#i
ORCA calculation (the ωB97M-V functional and the def2-TZVPD basis) on a single C21H23ClN4O4S molecule.

XYZ file:
```
54
C21H23ClN4O4S | OMol25 | the ωB97M-V functional and the def2-TZVPD basis
Cl -5.949 -1.793 0.102
S 3.858 -0.456 0.688
O 5.169 -0.935 0.358
O 3.696 0.172 1.973
O -3.185 -2.095 0.006
O -0.450 -5.749 -0.076
N -1.055 -1.587 -0.193
N -1.711 -3.892 -0.003
N 3.350 0.497 -0.585
N -1.759 -0.443 -0.203
C 0.793 -2.961 1.456
C 1.694 2.028 0.536
C -6.074 2.174 0.021
C -4.101 0.207 -0.048
C 1.801 -2.029 1.611
C 1.979 0.959 -0.521
C 0.669 -3.644 0.249
C -5.451 -0.144 0.038
C -0.130 3.323 1.709
C 2.601 -2.516 -0.611
C -4.738 2.537 -0.066
C 0.201 2.343 0.590
C 4.302 1.383 -2.674
C 2.671 -1.794 0.564
C -0.490 -4.553 0.039
C 1.596 -3.454 -0.769
C -6.429 0.839 0.072
C -1.918 -2.549 -0.064
C -3.762 1.564 -0.101
C -3.017 -0.746 -0.085
C 4.347 1.385 -1.149
H 0.093 -3.146 2.256
H 3.361 1.788 -3.039
H 0.171 2.914 2.671
H 1.506 -4.017 -1.685
H 1.915 -1.455 2.517
H 1.354 0.085 -0.319
H 0.394 4.265 1.563
H 4.229 2.407 -0.768
H -2.716 1.816 -0.168
H -6.843 2.930 0.048
H -2.540 -4.473 -0.066
H 5.114 1.992 -3.063
H -7.465 0.547 0.138
H 1.710 1.334 -1.512
H 4.413 0.369 -3.047
H 3.320 -2.318 -1.389
H -1.199 3.525 1.741
H -0.353 1.414 0.735
H 2.252 2.940 0.308
H -4.460 3.579 -0.107
H -0.111 2.766 -0.369
H 5.312 1.002 -0.814
H 2.036 1.662 1.505
```

Values from the calculation:
**SMILES**: CCCCN(CC)S(=O)(=O)c1ccc(C(=O)Nc2nnc(-c3ccccc3Cl)o2)cc1
**HOMO energy**: -0.3295 Ha
**E_LUMO**: -0.110 eV
**Gap between HOMO and LUMO**: 8.855 eV
**Molar mass**: 462.96 g mol⁻¹


#ii
ORCA calculation (the ωB97M-V functional and the def2-TZVPD basis) on a single C21H23ClN4O4S molecule.

XYZ file:
```
54
C21H23ClN4O4S | OMol25 | the ωB97M-V functional and the def2-TZVPD basis
Cl 5.451 -2.557 -0.451
S -0.550 0.905 0.709
O -1.500 1.045 1.767
O 1.009 -1.280 -2.242
O -6.782 -0.663 -0.400
O 0.065 2.120 0.219
N 1.699 0.762 -1.488
N 2.072 -1.865 1.589
N 2.669 -0.819 2.162
N -1.272 0.133 -0.608
C 3.018 0.525 -1.080
C -5.430 -0.500 -0.384
C -3.529 0.432 -1.538
C -2.670 -0.058 -0.557
C -0.652 0.413 -1.893
C 0.740 -0.189 1.216
C -7.388 -1.339 0.675
C -4.886 0.204 -1.458
C 0.778 -0.140 -1.892
C 2.174 1.564 2.500
C -3.213 -0.760 0.512
C 4.825 -0.950 -0.536
C 5.587 0.111 -0.085
C 0.070 -2.580 0.333
C 3.780 1.623 -0.650
C 1.880 0.215 1.957
C 3.235 3.017 -0.723
C 0.896 -1.551 1.008
C -4.577 -0.974 0.606
C 5.055 1.387 -0.160
C 3.554 -0.756 -1.045
H -7.207 -0.828 1.625
H -8.456 -1.334 0.461
H 3.026 3.290 -1.757
H 3.957 3.725 -0.323
H -0.651 1.489 -2.111
H -7.040 -2.375 0.746
H -1.210 -0.127 -2.661
H 1.537 2.302 2.026
H 5.650 2.222 0.179
H 3.222 1.806 2.342
H -5.553 0.579 -2.218
H 1.981 1.575 3.572
H 2.977 -1.591 -1.404
H 2.526 -2.765 1.602
H 0.381 -2.684 -0.708
H 2.311 3.114 -0.154
H -2.570 -1.113 1.302
H 6.574 -0.053 0.315
H 0.194 -3.541 0.828
H 1.322 1.646 -1.153
H -4.957 -1.514 1.458
H -0.978 -2.300 0.338
H -3.144 1.002 -2.369
```

Values from the calculation:
**SMILES**: COc1ccc(N(CC(=O)Nc2cc(Cl)ccc2C)S(=O)(=O)c2c(C)n[nH]c2C)cc1
**HOMO energy**: -0.3069 Ha
**E_LUMO**: 0.664 eV
**Gap between HOMO and LUMO**: 9.014 eV
**Molar mass**: 462.96 g mol⁻¹


If we sort the structures by their calculated energies, the order from most to least stable is #ii, #i.


#i
ORCA calculation (the ωB97M-V functional and the def2-TZVPD basis) on 2 unconnected molecules or ions with the total composition C4H12O2S.

XYZ file:
```
19
C4H12O2S | OMol25 | the ωB97M-V functional and the def2-TZVPD basis
S 2.857 -0.704 -0.174
O -1.053 2.176 2.469
O -1.905 1.290 -0.445
C 0.091 -0.058 -1.081
C -1.260 0.536 -1.454
C 0.054 -1.051 0.077
C 1.370 -1.825 0.092
H -0.149 2.320 2.506
H -0.324 -0.572 1.060
H 0.377 -0.739 -1.919
H -1.142 1.543 0.138
H 2.181 0.317 0.350
H -1.366 2.015 3.389
H 1.399 -2.500 -0.780
H 0.922 0.725 -0.946
H -0.759 -1.717 -0.301
H 1.699 -2.473 0.952
H -1.903 -0.520 -1.579
H -1.091 1.238 -2.353
```

Values from the calculation:
**SMILES**: OCCCCS.O
**HOMO energy**: -0.3305 Ha
**E_LUMO**: 0.400 eV
**Gap between HOMO and LUMO**: 9.395 eV
**Molar mass**: 124.20 g mol⁻¹


#ii
ORCA calculation (the ωB97M-V functional and the def2-TZVPD basis) on 2 unconnected molecules or ions with the total composition C4H12O2S.

XYZ file:
```
19
C4H12O2S | OMol25 | the ωB97M-V functional and the def2-TZVPD basis
S 2.861 0.004 -2.199
O 0.623 0.228 2.161
O -6.711 -2.615 2.011
C -0.216 1.429 0.185
C -0.526 0.353 1.276
C 0.684 1.066 -0.980
C 2.077 0.256 -0.601
H 1.412 -0.646 -0.316
H -1.164 1.876 -0.213
H 2.556 0.736 0.259
H -0.749 -0.699 0.774
H 1.078 1.946 -1.447
H -6.744 -1.910 1.376
H 0.479 -0.723 2.533
H 0.219 0.334 -1.500
H 1.567 0.098 -2.983
H -6.609 -3.447 1.469
H -1.516 0.579 1.723
H 0.282 2.262 0.849
```

Values from the calculation:
**SMILES**: OCCCCS.O
**HOMO energy**: -0.3225 Ha
**E_LUMO**: 0.624 eV
**Gap between HOMO and LUMO**: 9.400 eV
**Molar mass**: 124.20 g mol⁻¹


If we sort the structures by their calculated energies, the order from most to least stable is #i, #ii.